Entry from the OMol25 dataset: 14 unconnected molecules or ions with the total composition C33H56BBrCl40N3O4 (wB97M-V/def2-TZVPD).

CARTESIAN COORDINATES (ANGSTROEM)
C: 1.3848 5.2246 1.8381
C: 0.7757 4.2938 0.7170
C: 0.9933 2.7794 1.1398
Cl: -0.2336 2.4578 2.4185
C: 1.1032 1.8237 -0.0690
B: 2.6133 2.0666 -0.6541
O: 2.8210 2.4058 -2.0056
O: 3.7845 1.9029 0.1357
C: 0.1893 2.2394 -1.3139
C: -1.2814 1.9921 -0.8078
C: -1.5785 0.5260 -0.3306
N: -2.3390 0.6709 0.9402
C: -2.6318 -0.0043 -1.3782
C: -4.0280 0.7230 -1.3153
C: -5.1453 -0.0888 -0.5986
C: -6.5461 0.6258 -0.7983
C: -7.4691 0.4731 0.4377
O: -6.9543 1.2933 1.4966
C: -8.0504 1.5625 2.3865
N: -0.4103 -0.3372 -0.0272
C: -0.2973 -1.6114 -0.7946
C: -1.1118 -2.8239 -0.2844
O: -1.6939 -3.4130 -1.4636
C: -2.2387 -2.6240 0.7564
N: -2.4901 -3.9400 1.4243
C: 0.9661 0.2892 0.0319
C: 1.9143 -0.4846 1.0250
C: 1.8873 -0.1295 2.5280
C: 0.6339 -0.6919 3.2923
Br: 3.4089 -1.1843 3.3153
H: 0.5854 5.8855 2.2285
H: 1.7978 4.6325 2.6800
H: 2.1974 5.8652 1.4415
H: 1.2148 4.5263 -0.2655
H: -0.3185 4.4541 0.7498
H: 1.9782 2.7989 1.6581
H: 3.1366 3.3141 -2.0688
H: 3.9387 2.7752 0.5281
H: 0.3820 1.5341 -2.1463
H: 0.3882 3.2633 -1.6560
H: -1.4638 2.7544 -0.0200
H: -1.9373 2.3046 -1.6493
H: -3.0293 -0.0667 1.0339
H: -2.8421 1.5476 0.9635
H: -2.2200 0.2266 -2.3911
H: -2.8450 -1.0874 -1.3718
H: -4.3581 0.8276 -2.3752
H: -3.9492 1.7640 -0.9367
H: -5.0176 -0.1797 0.5015
H: -5.2096 -1.1058 -1.0651
H: -6.3379 1.7102 -0.9004
H: -7.0420 0.1867 -1.6835
H: -7.6075 -0.5777 0.7712
H: -8.4917 0.8561 0.2033
H: -7.6114 1.8365 3.3670
H: -8.6851 2.3876 1.9954
H: -8.6400 0.6345 2.5339
H: -0.5286 -0.6524 0.9492
H: 0.7451 -1.9955 -0.8149
H: -0.5012 -1.4740 -1.8790
H: -0.4409 -3.6204 0.1116
H: -2.5224 -3.8070 -1.1700
H: -2.0413 -1.8975 1.5725
H: -3.2160 -2.3360 0.3002
H: -2.4497 -3.7747 2.4314
H: -3.4675 -4.1869 1.2756
H: 1.4047 -0.0167 -0.9537
H: 1.6765 -1.5766 0.9851
H: 2.9707 -0.4415 0.6875
H: 2.1245 0.9004 2.8171
H: 0.6049 -1.7778 3.0210
H: 0.7760 -0.6484 4.3774
H: -0.3208 -0.2583 2.9316
C: -7.7314 -3.6945 -1.2592
Cl: -9.2210 -2.7592 -1.4223
Cl: -6.6183 -2.8959 -0.1353
Cl: -8.0820 -5.3387 -0.7209
H: -7.2560 -3.7499 -2.2328
C: 6.4225 5.2799 -1.1283
Cl: 4.9537 6.2489 -0.9004
Cl: 6.3154 4.3126 -2.6041
Cl: 7.8469 6.3188 -1.1634
H: 6.5157 4.6032 -0.2860
C: 2.2932 -4.1977 -2.3913
Cl: 3.2305 -5.2947 -3.4071
Cl: 2.6587 -4.4488 -0.6792
Cl: 2.6253 -2.5147 -2.8712
H: 1.2387 -4.3987 -2.5427
C: -4.7229 -3.6337 -4.2718
Cl: -5.1847 -2.0886 -3.5418
Cl: -3.0860 -4.0710 -3.7911
Cl: -5.8622 -4.8994 -3.8008
H: -4.7541 -3.5231 -5.3498
C: 0.1061 -6.8265 -5.8411
Cl: -0.6852 -6.0124 -7.1931
Cl: -0.1154 -5.9072 -4.3452
Cl: -0.5118 -8.4691 -5.6557
H: 1.1682 -6.8829 -6.0511
C: 6.4825 0.9000 -5.3051
Cl: 6.0424 2.5179 -4.7285
Cl: 8.1097 0.4868 -4.7601
Cl: 5.3238 -0.3478 -4.7891
H: 6.4791 0.9220 -6.3886
C: 2.6350 1.7804 6.3430
Cl: 3.3230 2.6079 4.9366
Cl: 0.8764 1.6951 6.2263
Cl: 3.3531 0.1762 6.5354
H: 2.8780 2.3626 7.2254
C: -3.2497 -3.2318 5.4686
Cl: -4.0183 -4.6065 4.6686
Cl: -2.4636 -2.1792 4.2789
Cl: -4.4268 -2.3226 6.4158
H: -2.4886 -3.6103 6.1411
C: -0.6807 -7.3072 -11.1941
Cl: -1.2287 -5.7652 -10.5260
Cl: 0.9547 -7.6796 -10.6378
Cl: -1.7967 -8.6050 -10.7591
H: -0.6616 -7.2219 -12.2742
C: 4.4809 7.9372 5.3590
Cl: 5.1117 8.2738 3.7438
Cl: 2.9651 8.8047 5.6240
Cl: 4.2505 6.1990 5.5899
H: 5.2047 8.2842 6.0873
C: 5.7611 0.4476 10.0979
Cl: 4.9195 1.4932 8.9465
Cl: 5.8949 1.2339 11.6731
Cl: 4.9319 -1.1054 10.2441
H: 6.7610 0.2656 9.7219
C: 7.4516 -6.5347 -3.4582
Cl: 6.4129 -5.6661 -2.3235
Cl: 6.5858 -6.8630 -4.9646
Cl: 8.9293 -5.6217 -3.7762
H: 7.7267 -7.4825 -3.0107
C: 2.9399 10.6573 1.1623
Cl: 1.5443 10.9580 2.2024
Cl: 4.3591 11.5226 1.7573
Cl: 3.2698 8.9227 1.0528
H: 2.7096 11.0230 0.1686

Calculated values
LUMO energy	-1.75	eV
HOMO-LUMO gap	9.86	eV
net charge	+1
maximum force	4.6	eV/Å
electronic energy	-22762.48890	a.u.